[1]
Computed, not measured: a structure of composition C48H46IrN3O3P2, with wB97M-V/def2-TZVPD.

Summary:
ΔE to the lowest compared entry with this formula, charge and spin = 162.68 kJ/mol
max |F| = 0.0140 Eh/bohr
HOMO level = -13.8 eV
HOMO-LUMO gap = 7.27 eV

Structure (ORCA input):
```
! wB97M-V def2-TZVPD RIJCOSX def2/J DEFGRID3
* xyz 2 1
Ir -0.16341 0.01940 0.44449
O -3.03296 0.01255 -1.49936
C -2.88261 -0.66196 -2.69525
C -3.62096 -0.47241 -3.84651
C -3.30761 -1.26466 -4.94628
C -2.28995 -2.20815 -4.89355
C -1.53638 -2.35486 -3.73987
C -1.81649 -1.55519 -2.63620
P -0.96112 -1.60091 -1.05752
C 0.41061 -2.73388 -1.37754
C 0.52989 -3.99214 -0.79718
C 1.63735 -4.78126 -1.07336
C 2.62514 -4.31456 -1.92890
C 2.50740 -3.05975 -2.51681
C 1.40127 -2.27065 -2.24743
C -2.14489 -2.31678 0.09920
C -2.72353 -3.57084 -0.07875
C -3.64223 -4.04280 0.84820
C -3.99731 -3.26012 1.94158
C -3.45124 -1.99317 2.10936
C -2.53032 -1.53360 1.18295
C -3.46922 1.31637 -1.47169
C -4.78248 1.66940 -1.69755
C -5.11825 3.01664 -1.66017
C -4.15368 3.97692 -1.40167
C -2.84291 3.60453 -1.14577
C -2.47822 2.25615 -1.17942
P -0.73529 1.79332 -0.88168
C 0.09241 1.64717 -2.48290
C 1.48594 1.63159 -2.57370
C 2.09243 1.41654 -3.79940
C 1.31974 1.20791 -4.93713
C -0.06509 1.23366 -4.85309
C -0.67809 1.45979 -3.62979
C -0.18063 3.30525 -0.06450
C -0.62629 3.59746 1.22341
C -0.26579 4.78792 1.82952
C 0.53539 5.70098 1.15012
C 0.95362 5.43045 -0.14493
C 0.58875 4.23830 -0.75858
H -4.41903 0.25453 -3.89383
H -3.87827 -1.14324 -5.85874
H -2.07740 -2.82450 -5.75679
H -0.72301 -3.06858 -3.70772
H -0.22405 -4.35793 -0.11238
H 1.72838 -5.75966 -0.61826
H 3.48959 -4.93055 -2.14344
H 3.27908 -2.69443 -3.18215
H 1.32002 -1.28533 -2.69788
H -2.46465 -4.17249 -0.94220
H -4.09013 -5.01900 0.71382
H -4.71824 -3.63148 2.65814
H -3.75848 -1.37013 2.94023
H -2.16115 -0.49590 1.30061
H -5.52585 0.90632 -1.88770
H -6.14448 3.31592 -1.83348
H -4.42424 5.02454 -1.38781
H -2.11212 4.36956 -0.92804
H 2.10087 1.76414 -1.69471
H 3.17309 1.40438 -3.86404
H 1.80017 1.04060 -5.89298
H -0.67064 1.09328 -5.73953
H -1.75683 1.51047 -3.58453
H -1.26029 2.90157 1.76008
H -0.61591 5.01379 2.82912
H 0.81613 6.63234 1.62667
H 1.55689 6.14943 -0.68476
H 0.90877 4.04267 -1.77349
O 3.79110 -0.37169 0.11874
C 2.65876 -0.69161 0.40518
O 1.66080 -0.08164 -0.25577
C 2.39868 -1.81728 1.36528
C 3.52737 -2.51405 1.79695
C 3.41063 -3.57013 2.68836
C 2.16299 -3.93698 3.17281
C 1.02923 -3.25481 2.75148
C 1.15893 -2.21372 1.84876
H 4.49453 -2.21173 1.41660
H 4.29530 -4.10715 3.00703
H 2.06953 -4.75992 3.87028
H 0.04818 -3.55290 3.10360
H 0.21943 -1.75948 1.51608
C 4.01509 1.11224 3.02994
N 2.70348 1.52448 2.52323
C 2.76875 2.44353 1.39868
C 1.56283 1.03228 3.02992
N 0.45760 0.78377 2.32135
N 1.57572 0.72203 4.35410
C 0.63675 -0.22967 4.92418
C 2.17721 1.62561 5.33353
H 4.62646 0.82628 2.17281
H 3.91716 0.25721 3.69192
H 4.51280 1.92805 3.55683
H 3.48199 3.22988 1.65028
H 1.80548 2.90220 1.25415
H 3.10759 1.94833 0.49183
H -0.29450 0.61471 2.97563
H 0.37394 -0.99228 4.19546
H -0.27267 0.25652 5.29894
H 1.11567 -0.72971 5.76552
H 2.73944 2.40989 4.83861
H 2.84391 1.08062 6.00221
H 1.38865 2.09218 5.92895
*
```

Atom charges from the Löwdin analysis, given in e for atoms 1 to 99: 0.9846 -0.0669 -0.2738 0.0091 -0.0330 -0.0488 -0.0383 -0.2518 1.0118 -0.3620 -0.0797 -0.0506 -0.0459 -0.0424 -0.1000 -0.3548 -0.0592 -0.0366 -0.0428 -0.0502 -0.1362 -0.2721 0.0119 -0.0264 -0.0386 -0.0399 -0.2283 1.0243 -0.3368 -0.1038 -0.0482 -0.0441 -0.0462 -0.0695 -0.4051 -0.1301 -0.0547 -0.0457 -0.0443 -0.0748 0.1194 0.1223 0.1185 0.1152 0.0996 0.1168 0.1170 0.1187 0.1059 0.1224 0.1211 0.1199 0.1179 0.0728 0.1352 0.1244 0.1214 0.1101 0.0973 0.1207 0.1181 0.1171 0.0997 0.1032 0.1164 0.1186 0.1196 0.1096 0.0978 -0.5367 -0.2510 -0.1347 0.0061 -0.0361 -0.0466 -0.0689 -0.0984 0.1300 0.1187 0.1177 0.1185 0.0364 -0.0214 -0.1173 -0.0092 -0.4064 -0.0105 -0.1421 -0.0352 -0.0230 0.0946 0.0987 0.0977 0.1114 0.0524 0.0779 0.0551 0.0677 0.1015

[2]
Computed, not measured: a structure of composition C6H9N, with wB97M-V/def2-TZVPD.

Summary:
ΔE to the lowest compared entry with this formula, charge and spin = 461.61 kJ/mol
max |F| = 0.0069 Eh/bohr
HOMO level = -7.5 eV
HOMO-LUMO gap = 8.18 eV

Structure (ORCA input):
```
! wB97M-V def2-TZVPD RIJCOSX def2/J DEFGRID3
* xyz 0 1
C -2.55367 -0.29407 0.10497
C -1.04576 -0.18634 -0.01936
C -0.42816 1.14016 0.08496
C 0.91432 1.34701 0.14513
C 1.90840 0.40044 0.54542
C 2.52842 -0.60513 -0.16959
N -0.31314 -1.21814 -0.23598
H -2.82805 -0.53669 1.13861
H -3.07944 0.62391 -0.17462
H -2.91324 -1.10685 -0.53517
H -1.08595 2.00594 0.14058
H 1.25718 2.38427 0.15170
H 2.25884 -0.95247 -1.17425
H 3.14604 0.48506 0.00271
H 3.23037 -1.24671 0.36996
H -0.89721 -2.05260 -0.30273
*
```

And the natural (NBO) charges, in e, turn out to be: -0.6770 0.2783 -0.3453 -0.2048 -0.1096 -0.4254 -0.6792 0.2304 0.2188 0.2164 0.2083 0.2255 0.2171 0.3011 0.2177 0.3276

> Which of these has the highest ΔE to the lowest compared entry with this formula, charge and spin?

C6H9N